Entry 1:
A structure of composition C27H58CrNP3 in a non-equilibrium geometry. Source: the OMol25 dataset; level of theory: ωB97M-V with the def2-TZVPD basis set.

2S+1: 5
DFT total energy in a.u.: -3186.49906
M in g mol⁻¹: 541.7
HOMO energy (spin up / spin down) in eV: -4.767 / -4.794
Relative energy (zero: lowest compared OMol25 entry of this formula, charge and spin) in kcal/mol: 0.0

Last column: Löwdin spin population.
Element x y z (Å)
P 0.805 -2.572 -3.923  0.01
P 3.518 -2.884 -1.389  0.00
C 2.531 -3.195 -4.019  0.00
C 3.124 -3.955 -2.810  0.00
H 3.189 -2.363 -4.330  0.00
H 2.538 -3.908 -4.861  0.00
H 2.479 -4.784 -2.472  0.00
H 4.109 -4.373 -3.059  0.00
C 5.091 -2.129 -1.812  0.00
H 5.334 -1.327 -1.110  0.00
H 5.078 -1.736 -2.832  0.00
H 5.838 -2.922 -1.734  0.00
C 3.856 -3.994 -0.008  0.00
H 4.898 -4.304 -0.146  0.00
H 3.191 -4.869 -0.036  0.00
H 3.749 -3.455 0.944  0.00
C 0.548 -2.030 -5.646  0.00
H -0.460 -1.604 -5.767  0.00
H 0.638 -2.906 -6.306  0.00
H 1.307 -1.288 -5.946  0.00
C -0.199 -4.049 -3.775  0.00
H 0.068 -4.615 -2.880  0.00
H -0.052 -4.690 -4.646  0.00
H -1.254 -3.769 -3.732  0.00
Cr -2.399 0.412 -0.511  3.78
C 2.193 -1.237 0.622  0.00
C 2.575 -0.201 -0.160  0.00
C 2.531 -0.038 -1.645  0.00
C 1.215 0.137 -2.394  0.01
C 0.463 -1.131 -2.866  0.00
C -0.065 -2.107 -1.884  0.03
C 0.702 -2.643 -0.789  0.00
C 0.830 -1.871 0.549  0.00
C -4.176 0.046 -1.658  0.02
H 2.786 -1.487 1.506  0.00
H 3.185 0.578 0.323  0.00
H 3.105 -0.826 -2.189  0.00
H 3.123 0.882 -1.818  0.00
H 0.537 0.762 -1.800  0.01
H 1.440 0.767 -3.271  0.00
H -0.381 -0.701 -3.446  0.00
H -1.149 -2.173 -1.828  0.01
H 1.759 -2.621 -1.219  0.00
H 0.481 -3.712 -0.583  0.00
H 0.024 -1.116 0.645  0.01
H 0.699 -2.580 1.377  0.00
H -5.075 0.013 -1.015  0.00
H -4.194 -0.867 -2.274  0.01
H -4.313 0.900 -2.347  0.01
C -1.916 1.727 4.769  0.00
C -2.085 0.956 3.443  0.00
C -1.234 -0.326 3.467  0.00
C -3.546 0.514 3.275  0.01
P -1.574 2.027 1.988  0.02
N -1.284 1.020 0.736  -0.03
C -2.848 3.326 1.522  0.01
C -3.301 4.133 2.758  0.00
C -2.244 4.265 0.464  0.00
C -4.075 2.661 0.884  0.04
C 0.114 2.790 2.260  0.00
C 0.005 4.047 3.141  0.00
C 1.065 1.789 2.930  0.00
C 0.725 3.144 0.896  0.00
H -2.344 1.116 5.581  0.00
H -2.453 2.684 4.768  0.00
H -0.863 1.912 5.019  0.00
H -1.701 -1.051 4.150  0.00
H -1.190 -0.778 2.470  0.00
H -0.210 -0.166 3.816  0.00
H -4.262 1.336 3.404  0.00
H -3.706 0.032 2.298  0.01
H -3.772 -0.235 4.052  0.00
H -2.469 4.626 3.279  0.00
H -3.986 4.925 2.414  0.00
H -3.857 3.514 3.474  0.00
H -1.797 3.695 -0.364  0.01
H -3.055 4.871 0.034  0.00
H -1.503 4.965 0.868  0.00
H -3.803 2.052 -0.010  0.03
H -4.633 2.032 1.585  0.00
H -4.745 3.469 0.553  0.00
H -0.480 3.835 4.103  0.00
H 1.030 4.384 3.354  0.00
H -0.518 4.868 2.634  0.00
H 1.147 0.860 2.346  0.00
H 2.063 2.258 2.958  0.00
H 0.792 1.572 3.970  0.00
H 0.659 2.286 0.212  0.00
H 0.246 4.007 0.423  0.00
H 1.786 3.390 1.047  0.00

Entry 2:
An isolated molecule of C5H10N2O in a non-equilibrium geometry. Source: the OMol25 dataset; level of theory: ωB97M-V with the def2-TZVPD basis set.

DFT total energy in a.u.: -381.18260
M in g mol⁻¹: 114.1
SMILES string: [H]/N=C\NCCCC=O
HOMO energy in eV: -9.013
Relative energy (zero: lowest compared OMol25 entry of this formula, charge and spin) in kcal/mol: 64.5

Last column: natural (NBO) charge in e.
Element x y z (Å)
H -2.636 2.183 -1.706  0.33
N -2.947 1.245 -1.535  -0.73
C -2.278 0.547 -0.651  0.27
N -1.327 1.025 0.173  -0.64
C -0.623 0.167 1.032  -0.21
C 0.368 -0.826 0.258  -0.43
C 1.683 -0.133 0.047  -0.54
C 2.624 -1.226 -0.304  0.41
O 3.856 -1.413 -0.223  -0.51
H -2.470 -0.557 -0.663  0.18
H -0.959 1.995 0.068  0.40
H -1.281 -0.320 1.819  0.20
H -0.010 0.859 1.737  0.20
H 0.291 -1.682 0.949  0.23
H -0.135 -0.941 -0.726  0.22
H 2.072 0.417 1.062  0.23
H 1.550 0.814 -0.570  0.26
H 2.222 -2.153 -0.766  0.12

Entry 3:
A structure of composition C15H33N8NiO3. Source: the OMol25 dataset; level of theory: ωB97M-V with the def2-TZVPD basis set.

DFT total energy in a.u.: -2763.27804
M in g mol⁻¹: 432.2
HOMO energy (spin up / spin down) in eV: -10.995 / -10.998
Net charge: +1

Last column: natural (NBO) charge in e.
Element x y z (Å)
Ni -0.380 0.128 0.348  1.08
N -0.949 -0.189 -1.466  -0.79
C -1.687 -1.453 -1.561  -0.17
C -2.659 -1.546 -2.731  -0.43
C -2.073 -1.228 -4.107  -0.42
C -1.114 -2.261 -4.696  -0.23
N 0.090 -2.527 -3.887  -0.55
C 1.074 -1.665 -3.677  0.67
N 1.107 -0.501 -4.331  -0.77
N 2.031 -1.937 -2.788  -0.76
C -2.366 -1.681 -0.200  0.77
O -3.290 -2.456 -0.102  -0.61
O -1.812 -1.012 0.767  -0.79
H -1.574 0.616 -1.523  0.40
H -0.243 -0.040 -2.176  0.40
H -0.937 -2.245 -1.612  0.19
H -3.477 -0.846 -2.543  0.23
H -3.117 -2.537 -2.715  0.25
H -1.603 -0.239 -4.097  0.19
H -2.893 -1.148 -4.823  0.25
H -0.796 -1.974 -5.702  0.21
H -1.609 -3.224 -4.804  0.24
H 0.101 -3.372 -3.341  0.42
H 0.475 -0.326 -5.094  0.43
H 1.888 0.126 -4.227  0.43
H 1.975 -2.751 -2.200  0.43
H 2.749 -1.265 -2.575  0.43
C -1.061 0.863 2.987  -0.08
N -0.817 0.849 4.413  -0.45
C -0.694 -0.543 4.855  -0.08
N 0.418 -1.226 4.184  -0.45
C 0.179 -1.207 2.758  -0.09
N 0.058 0.200 2.227  -0.49
C 1.328 0.908 2.593  -0.07
N 1.572 0.891 4.019  -0.46
C 0.443 1.538 4.694  -0.08
C 1.652 -0.496 4.472  -0.08
H -1.137 1.892 2.629  0.20
H -1.978 0.326 2.753  0.24
H -1.623 -1.072 4.639  0.21
H -0.519 -0.560 5.931  0.21
H -0.749 -1.723 2.527  0.25
H 1.008 -1.690 2.236  0.19
H 1.256 1.933 2.254  0.21
H 2.146 0.414 2.067  0.21
H 0.370 2.573 4.357  0.20
H 0.621 1.531 5.769  0.21
H 1.835 -0.513 5.547  0.21
H 2.485 -0.989 3.968  0.20
C 0.420 3.464 -1.376  -0.61
C 0.964 2.677 -0.187  0.10
C 2.440 2.995 0.041  -0.63
O 0.775 1.306 -0.422  -0.92
H 0.422 4.539 -1.184  0.22
H -0.607 3.164 -1.594  0.19
H 1.034 3.276 -2.261  0.19
H 0.390 3.017 0.688  0.14
H 2.974 3.036 -0.911  0.20
H 2.908 2.223 0.650  0.21
H 2.577 3.956 0.540  0.22

Entry 4:
An isolated molecule of C5H5NO2 in a non-equilibrium geometry. Source: the OMol25 dataset; level of theory: ωB97M-V with the def2-TZVPD basis set.

DFT total energy in a.u.: -398.63307
M in g mol⁻¹: 111.1
SMILES string: [H]/N=C1/O[C@H]1C(O)=C=C
HOMO energy in eV: -8.969
Relative energy (zero: lowest compared OMol25 entry of this formula, charge and spin) in kcal/mol: 91.2

Last column: natural (NBO) charge in e.
Element x y z (Å)
H -2.777 -1.367 0.500  0.37
N -2.730 -0.355 0.524  -0.68
C -1.862 0.166 -0.183  0.57
O -1.393 1.346 -0.499  -0.42
C -0.734 0.195 -1.112  -0.05
C 0.651 -0.113 -0.680  0.19
O 1.374 -0.715 -1.685  -0.67
C 1.102 0.136 0.522  -0.04
C 1.542 0.419 1.706  -0.40
H -0.902 0.095 -2.179  0.22
H 2.268 -0.897 -1.373  0.49
H 2.001 1.370 1.932  0.22
H 1.460 -0.279 2.527  0.21